Record 1
13 unconnected molecules or ions with the total composition C38H90O19S7. Source: OMol25; level of theory: ωB97M-V with the def2-TZVPD basis set.

Structure (ORCA input):
```
! wB97M-V def2-TZVPD RIJCOSX def2/J DEFGRID3
* xyz 0 1
C 16.93 -25.82 -0.01
S 17.17 -25.63 1.76
O 16.00 -26.31 2.39
C 18.50 -26.82 1.89
H 17.86 -25.51 -0.51
H 16.12 -25.16 -0.30
H 16.67 -26.86 -0.23
H 18.89 -26.84 2.91
H 19.34 -26.54 1.25
H 18.06 -27.79 1.68
C 19.82 -28.57 -1.02
S 21.37 -28.18 -0.24
O 21.34 -26.73 0.08
C 21.18 -29.13 1.25
H 19.79 -28.17 -2.03
H 19.03 -28.11 -0.41
H 19.63 -29.64 -1.03
H 21.13 -30.18 0.95
H 20.28 -28.86 1.81
H 22.03 -29.00 1.92
C 22.19 -23.76 4.05
S 23.24 -23.96 2.62
O 24.65 -23.85 3.06
C 22.94 -25.74 2.53
H 21.18 -24.04 3.76
H 22.14 -22.73 4.41
H 22.50 -24.42 4.86
H 23.58 -26.02 1.69
H 21.92 -25.96 2.22
H 23.40 -26.19 3.40
C 23.10 -24.98 -1.52
S 22.24 -23.56 -2.19
O 22.32 -23.63 -3.67
C 20.61 -24.08 -1.67
H 24.16 -24.87 -1.72
H 22.71 -25.93 -1.87
H 22.86 -24.84 -0.46
H 20.41 -25.13 -1.87
H 19.87 -23.45 -2.16
H 20.47 -23.90 -0.60
C 25.91 -26.78 -0.02
S 26.75 -27.98 1.02
O 28.13 -28.04 0.51
C 25.97 -29.48 0.38
H 26.39 -25.84 0.26
H 24.85 -26.71 0.25
H 26.08 -27.03 -1.06
H 26.10 -29.50 -0.70
H 24.92 -29.52 0.66
H 26.54 -30.28 0.84
C 20.09 -28.40 -5.80
S 18.80 -27.40 -5.06
O 18.28 -28.20 -3.93
C 19.91 -26.12 -4.49
H 19.63 -29.28 -6.23
H 20.82 -28.74 -5.07
H 20.58 -27.81 -6.58
H 19.33 -25.40 -3.92
H 20.37 -25.61 -5.34
H 20.75 -26.47 -3.87
C 15.95 -21.81 -3.13
S 17.25 -22.98 -3.52
O 17.02 -24.02 -2.48
C 16.59 -23.63 -5.05
H 15.03 -22.38 -2.99
H 15.87 -21.05 -3.90
H 16.22 -21.29 -2.21
H 17.14 -24.52 -5.33
H 16.72 -22.90 -5.85
H 15.53 -23.83 -4.88
O 19.34 -23.94 -6.67
C 19.92 -23.30 -7.52
O 21.23 -23.16 -7.57
C 22.02 -23.97 -6.67
C 22.25 -25.34 -7.30
C 19.22 -22.52 -8.61
H 21.54 -24.04 -5.70
H 22.96 -23.45 -6.55
H 22.51 -25.24 -8.35
H 21.39 -26.00 -7.17
H 23.07 -25.85 -6.79
H 18.93 -23.22 -9.39
H 19.91 -21.77 -8.99
H 18.32 -22.11 -8.17
O 26.75 -23.41 -6.18
C 25.76 -23.20 -5.53
O 25.02 -22.09 -5.67
C 25.44 -21.17 -6.70
C 24.49 -20.00 -6.70
C 25.17 -24.14 -4.52
H 25.40 -21.68 -7.67
H 26.47 -20.87 -6.51
H 23.46 -20.32 -6.88
H 24.78 -19.35 -7.53
H 24.53 -19.43 -5.78
H 24.59 -23.57 -3.80
H 25.95 -24.71 -4.03
H 24.47 -24.84 -4.99
O 24.36 -27.39 -4.78
C 24.34 -28.56 -4.50
O 24.31 -29.53 -5.43
C 24.19 -29.11 -6.79
C 25.47 -28.58 -7.40
C 24.32 -29.15 -3.12
H 23.41 -28.35 -6.88
H 23.83 -29.96 -7.36
H 25.22 -28.05 -8.31
H 26.19 -29.37 -7.61
H 25.98 -27.88 -6.73
H 24.24 -28.36 -2.38
H 25.25 -29.69 -2.96
H 23.52 -29.89 -3.09
O 22.83 -19.84 0.29
C 23.07 -19.21 -0.71
O 22.95 -17.89 -0.79
C 22.44 -17.24 0.37
C 22.00 -15.86 -0.01
C 23.48 -19.83 -2.03
H 23.19 -17.20 1.17
H 21.61 -17.81 0.79
H 22.83 -15.24 -0.36
H 21.57 -15.33 0.84
H 21.25 -15.89 -0.80
H 23.18 -19.17 -2.84
H 22.90 -20.75 -2.09
H 24.55 -20.03 -2.09
O 28.39 -23.75 -2.32
C 28.59 -23.67 -1.14
O 27.64 -23.34 -0.25
C 26.33 -23.09 -0.77
C 25.54 -22.25 0.20
C 29.89 -23.98 -0.45
H 25.85 -24.07 -0.88
H 26.38 -22.68 -1.78
H 25.84 -21.20 0.22
H 25.68 -22.67 1.19
H 24.49 -22.30 -0.09
H 30.67 -23.33 -0.86
H 30.14 -25.02 -0.63
H 29.79 -23.82 0.62
O 19.54 -23.18 1.99
C 19.39 -22.00 2.18
O 18.25 -21.33 2.03
C 16.99 -22.00 1.89
C 16.57 -22.05 0.45
C 20.56 -21.08 2.41
H 16.28 -21.47 2.52
H 17.03 -23.01 2.29
H 17.25 -22.67 -0.14
H 16.65 -21.05 0.01
H 15.56 -22.43 0.34
H 21.32 -21.47 1.72
H 20.97 -21.13 3.41
H 20.37 -20.05 2.13
*
```

Results
LUMO level   0.151 eV
Energy above the lowest of the compared OMol25 structures with the same formula, charge and spin   0.000 eV

=====

Record 2
7 unconnected molecules or ions with the total composition C38H92F6N5O14. Source: OMol25; level of theory: ωB97M-V with the def2-TZVPD basis set.

Structure (ORCA input):
```
! wB97M-V def2-TZVPD RIJCOSX def2/J DEFGRID3
* xyz 3 1
C 1.95 -0.55 -0.41
O 1.43 -1.86 -0.74
O 1.34 0.38 -1.25
C 2.25 -0.50 1.18
F 3.18 0.44 1.28
F 1.22 -0.19 1.90
F 2.76 -1.67 1.68
C 0.11 -2.22 -0.23
C -0.22 -3.65 -0.63
H 0.37 -4.37 -0.06
H -1.29 -3.85 -0.58
H 0.02 -3.85 -1.67
H -0.64 -1.65 -0.77
H -0.09 -2.06 0.83
H 2.85 -0.80 -0.97
C -3.88 -3.73 -5.22
O -3.81 -4.85 -6.15
O -3.80 -2.62 -6.14
C -5.03 -3.85 -4.11
F -4.99 -4.98 -3.37
F -4.95 -2.93 -3.19
F -6.21 -3.74 -4.68
C -3.29 -6.08 -5.67
C -3.43 -7.05 -6.85
H -2.89 -6.76 -7.75
H -3.03 -8.05 -6.74
H -4.49 -7.16 -7.10
H -3.87 -6.52 -4.86
H -2.29 -6.06 -5.26
H -3.03 -3.80 -4.54
C -2.40 6.16 -0.63
O -1.41 5.15 -0.37
C -1.98 4.09 0.33
C -3.07 3.30 -0.42
N -2.61 3.17 -1.91
H -2.33 4.09 -2.20
H -1.71 2.70 -1.94
C -3.51 2.27 -2.87
C -5.00 2.51 -2.66
O -5.26 3.87 -2.64
C -6.58 4.18 -2.35
H -3.23 5.84 -1.25
H -1.89 6.97 -1.16
H -2.83 6.61 0.27
H -2.47 4.50 1.21
H -1.19 3.44 0.72
H -4.00 3.87 -0.44
H -3.24 2.28 -0.07
H -3.27 1.22 -2.72
H -3.10 2.59 -3.83
H -5.22 1.92 -1.77
H -5.64 2.06 -3.42
H -7.37 3.88 -3.04
H -6.73 5.25 -2.24
H -6.80 3.75 -1.37
C 4.32 -2.10 -8.29
O 4.14 -1.16 -7.25
C 3.42 -1.77 -6.19
C 1.94 -2.03 -6.53
N 1.16 -0.87 -7.32
H 1.69 -0.55 -8.11
H 0.27 -1.19 -7.68
C 0.79 0.39 -6.57
C 0.20 1.39 -7.60
O 1.04 1.54 -8.74
C 0.62 2.58 -9.58
H 3.37 -2.47 -8.68
H 4.93 -2.95 -7.97
H 4.85 -1.71 -9.16
H 3.50 -1.05 -5.37
H 3.91 -2.63 -5.74
H 1.37 -2.13 -5.60
H 1.78 -2.96 -7.08
H 1.72 0.74 -6.12
H 0.13 0.12 -5.75
H -0.06 2.28 -7.04
H -0.80 1.08 -7.91
H 1.34 2.69 -10.39
H 0.59 3.52 -9.03
H -0.40 2.35 -9.89
C 5.90 3.55 -4.16
O 6.02 4.19 -2.88
C 5.73 5.61 -2.84
C 4.13 5.83 -2.97
N 3.28 5.16 -1.80
H 2.30 5.33 -1.98
H 3.20 4.16 -1.89
C 3.67 5.65 -0.42
C 3.66 7.24 -0.16
O 2.47 7.87 -0.81
C 2.31 9.26 -0.37
H 4.93 3.79 -4.59
H 5.85 2.46 -4.10
H 6.69 3.98 -4.78
H 6.10 6.22 -3.66
H 6.10 6.07 -1.93
H 3.72 5.50 -3.93
H 3.83 6.87 -2.86
H 4.62 5.15 -0.21
H 2.87 5.13 0.10
H 4.62 7.69 -0.43
H 3.56 7.49 0.90
H 1.53 9.80 -0.92
H 3.26 9.78 -0.30
H 1.90 9.18 0.63
C 2.01 -1.76 8.88
O 3.15 -1.37 8.11
C 3.15 -1.94 6.80
C 3.14 -3.47 6.71
N 4.20 -4.08 7.74
H 5.07 -4.04 7.22
H 4.18 -3.46 8.54
C 3.91 -5.56 8.11
C 3.11 -5.78 9.42
O 1.84 -5.14 9.30
C 0.92 -5.52 10.34
H 1.07 -1.87 8.33
H 1.97 -1.06 9.71
H 2.23 -2.76 9.25
H 4.02 -1.63 6.21
H 2.31 -1.50 6.26
H 3.46 -3.87 5.75
H 2.23 -3.98 7.02
H 4.94 -5.93 8.15
H 3.56 -6.20 7.30
H 3.74 -5.47 10.25
H 3.05 -6.85 9.58
H 0.93 -6.60 10.47
H -0.06 -5.14 10.07
H 1.26 -5.03 11.26
C -1.29 1.33 6.08
O -2.20 0.16 6.19
C -3.43 0.39 6.84
C -4.44 -0.77 6.64
N -4.74 -1.16 5.15
H -5.49 -1.84 5.16
H -5.10 -0.38 4.61
C -3.68 -1.80 4.30
C -3.52 -3.31 4.70
O -2.90 -3.42 5.97
C -2.55 -4.82 6.28
H -0.50 1.02 5.40
H -0.89 1.55 7.07
H -1.76 2.25 5.74
H -3.86 1.29 6.40
H -3.22 0.52 7.91
H -5.43 -0.57 7.04
H -4.11 -1.68 7.14
H -2.74 -1.26 4.22
H -4.12 -1.83 3.30
H -2.96 -3.85 3.94
H -4.52 -3.73 4.76
H -1.83 -5.24 5.58
H -3.48 -5.39 6.34
H -2.13 -4.59 7.26
*
```

Results
LUMO level   -5.782 eV

=====

Record 3
8 unconnected molecules or ions with the total composition C38H93F6N7O17S2. Source: OMol25; level of theory: ωB97M-V with the def2-TZVPD basis set.

Structure (ORCA input):
```
! wB97M-V def2-TZVPD RIJCOSX def2/J DEFGRID3
* xyz 0 1
O -0.14 0.57 -2.03
H 0.05 1.44 -2.39
H -0.80 0.68 -1.35
H -0.37 -0.03 -2.74
C -0.24 3.94 -5.54
F -0.70 5.02 -6.14
F -0.87 2.86 -5.77
F 0.95 3.77 -5.97
S -0.25 4.10 -3.59
O 0.27 5.47 -3.41
O -1.63 4.04 -3.17
N 0.73 2.74 -3.06
S 2.09 3.42 -2.67
O 2.78 4.12 -3.76
O 1.88 4.28 -1.49
C 3.24 1.98 -2.25
F 2.87 1.52 -1.06
F 3.02 1.07 -3.19
F 4.53 2.30 -2.21
C 0.01 2.50 0.77
O -0.88 1.38 0.83
C -2.19 1.87 0.64
C -3.18 0.79 0.18
N -2.62 0.10 -0.98
C -3.57 0.08 -2.01
C -3.02 -0.39 -3.41
O -2.15 -1.60 -3.10
C -2.25 -2.64 -4.06
H 1.05 2.16 0.79
H -0.08 3.14 1.65
H 0.06 3.08 -0.15
H -2.37 2.66 -0.09
H -2.51 2.22 1.62
H -4.15 1.26 0.04
H -3.21 0.03 0.96
H -2.53 -0.88 -0.75
H -3.99 1.08 -2.12
H -4.45 -0.48 -1.69
H -2.49 0.38 -3.97
H -3.82 -0.58 -4.12
H -3.31 -2.88 -4.04
H -1.66 -3.51 -3.76
H -1.82 -2.36 -5.02
C 6.12 -0.66 -0.57
O 6.60 -0.66 -1.89
C 6.55 -1.97 -2.46
C 6.96 -1.74 -3.97
N 5.85 -1.10 -4.71
C 6.12 -0.86 -6.20
C 5.02 0.11 -6.66
O 5.42 1.45 -6.26
C 4.40 2.44 -6.00
H 5.04 -0.77 -0.66
H 6.42 0.22 -0.01
H 6.53 -1.49 0.01
H 5.54 -2.38 -2.53
H 7.30 -2.60 -2.00
H 7.28 -2.62 -4.53
H 7.81 -1.05 -3.97
H 5.66 -0.17 -4.35
H 6.26 -1.74 -6.82
H 7.03 -0.27 -6.33
H 4.01 -0.18 -6.37
H 5.06 0.11 -7.75
H 3.53 2.19 -6.61
H 4.81 3.37 -6.38
H 4.19 2.47 -4.93
C -9.57 -1.91 6.09
O -8.94 -0.63 6.21
C -7.50 -0.66 6.15
C -6.88 0.77 6.40
N -5.39 0.76 6.31
C -4.83 0.20 5.09
C -3.34 0.35 5.08
O -2.84 -0.56 4.18
C -1.40 -0.36 3.93
H -9.48 -2.12 5.02
H -10.59 -1.97 6.45
H -8.93 -2.62 6.61
H -7.18 -1.01 5.17
H -7.06 -1.37 6.86
H -7.31 1.23 7.29
H -7.13 1.44 5.58
H -4.87 1.43 6.86
H -5.30 0.57 4.18
H -5.09 -0.86 5.14
H -3.00 0.12 6.09
H -3.12 1.36 4.74
H -0.87 -0.34 4.89
H -1.25 0.54 3.34
H -1.03 -1.30 3.51
C 0.13 -2.34 1.16
O 0.32 -3.25 2.22
C 0.74 -4.53 1.77
C 1.43 -5.13 2.99
N 2.44 -6.15 2.65
C 2.73 -7.05 3.73
C 3.35 -6.41 5.02
O 4.64 -5.78 4.67
C 5.42 -5.21 5.75
H 0.96 -2.28 0.45
H -0.06 -1.32 1.47
H -0.58 -2.66 0.40
H 1.47 -4.42 0.97
H 0.01 -5.18 1.29
H 0.71 -5.46 3.74
H 1.92 -4.31 3.53
H 3.30 -5.65 2.47
H 3.52 -7.78 3.56
H 1.72 -7.41 3.95
H 3.44 -7.11 5.85
H 2.78 -5.63 5.52
H 5.36 -5.86 6.62
H 4.93 -4.27 6.00
H 6.44 -5.03 5.40
C -0.55 5.99 0.22
O -1.73 5.96 1.04
C -3.04 5.93 0.35
C -4.11 6.32 1.38
N -3.78 5.58 2.66
C -4.07 6.37 3.86
C -3.18 7.70 3.93
O -2.81 8.29 5.22
C -1.85 7.63 5.99
H -0.24 6.99 -0.07
H -0.65 5.37 -0.68
H 0.29 5.67 0.84
H -3.28 4.92 0.03
H -3.00 6.58 -0.53
H -5.05 5.95 0.96
H -4.14 7.39 1.60
H -2.82 5.37 2.45
H -3.77 5.71 4.68
H -5.11 6.68 3.99
H -3.68 8.48 3.35
H -2.29 7.66 3.30
H -0.84 7.51 5.59
H -2.24 6.64 6.22
H -1.81 8.20 6.92
C 2.34 -6.54 -1.22
O 1.03 -6.01 -1.46
C 0.64 -5.85 -2.79
C 1.33 -4.75 -3.65
N 1.37 -3.50 -2.88
C 2.44 -2.55 -3.22
C 1.93 -1.63 -4.41
O 0.97 -0.73 -4.07
C 0.61 0.19 -5.08
H 2.60 -7.37 -1.88
H 2.53 -6.97 -0.24
H 3.08 -5.74 -1.17
H -0.43 -5.68 -2.73
H 0.63 -6.88 -3.16
H 1.13 -4.59 -4.71
H 2.37 -5.07 -3.67
H 1.31 -3.69 -1.89
H 3.33 -3.11 -3.49
H 2.64 -1.89 -2.37
H 1.43 -2.30 -5.11
H 2.79 -1.09 -4.78
H -0.44 0.44 -4.95
H 0.68 -0.18 -6.10
H 1.36 0.98 -5.08
*
```

Results
LUMO level   0.358 eV

=====

no.,HOMO (eV)
1,-8.57
2,-9.15
3,-8.23